Entry 1:
CH2F2O4S | ωB97M-V/def2-TZVPD

The calculation puts the energy relative to the best compared isomer or geometry (same formula, charge and spin) at 172.3 kJ/mol. The molar mass is 148.1 g mol⁻¹. The HOMO energy (spin up / spin down) comes out at -10.029 / -10.058 eV. For the largest force on an atom, the calculation gives 3.970 eV/Å. As for the spin multiplicity: 1.

Atoms and positions in Å:
C  1.996815  -1.081986  -0.052540
O  2.122868  1.620451  -0.810087
O  1.671760  0.884979  1.552892
O  -0.509702  1.754009  -1.560923
O  -0.576881  0.877118  -0.537532
F  2.287519  -1.392060  -1.360788
F  3.132435  -1.090450  0.600259
S  1.525901  0.781960  0.154229
H  1.224068  -1.779216  0.386732
H  0.131322  1.461120  -2.169437

Forces on atoms 1 to 2 (eV/Å):
C -0.7 0.0 -1.6
O 0.6 0.5 -0.7

***

Entry 2:
CH2F3N | ωB97M-V/def2-TZVPD

The calculation puts the energy relative to the best compared isomer or geometry (same formula, charge and spin) at 10.1 kJ/mol. The molar mass is 85.0 g mol⁻¹. The HOMO energy comes out at -11.349 eV. For the largest force on an atom, the calculation gives 3.379 eV/Å. As for the spin multiplicity: 1.

Atoms and positions in Å:
C  -0.466844  0.088725  0.007719
N  0.895080  0.166323  -0.158777
F  -1.081439  -0.083349  -1.134779
F  -0.808992  -0.969247  0.861871
F  -1.059878  1.175783  0.614083
H  1.013616  -0.590419  -0.880503
H  1.508456  0.212187  0.690387

Forces on atoms 1 to 2 (eV/Å):
C -1.1 0.5 3.1
N 0.6 -0.5 -1.1

***

Entry 3:
CH2F3NOS | ωB97M-V/def2-TZVPD

The calculation puts the energy relative to the best compared isomer or geometry (same formula, charge and spin) at 236.3 kJ/mol. The molar mass is 133.1 g mol⁻¹. The HOMO energy comes out at -11.243 eV. For the largest force on an atom, the calculation gives 4.649 eV/Å. As for the spin multiplicity: 1.

Atoms and positions in Å:
C  0.600664  -0.629146  -0.763903
N  -1.596844  0.370513  0.341856
O  0.709411  0.155525  1.727744
F  0.365047  -1.921785  -0.442010
F  1.910622  -0.401154  -0.684958
F  0.311701  1.865568  -0.334893
S  -0.106679  0.410217  0.609569
H  0.035714  -0.246668  -1.552359
H  -2.229636  0.396930  1.098954

Forces on atoms 1 to 2 (eV/Å):
C 0.2 0.1 3.4
N 2.0 -0.2 0.2

***

Entry 4:
CH2F3P | ωB97M-V/def2-TZVPD

The calculation puts the energy relative to the best compared isomer or geometry (same formula, charge and spin) at 317.9 kJ/mol. The molar mass is 102.0 g mol⁻¹. The HOMO energy (spin up / spin down) comes out at -11.241 / -11.240 eV. For the largest force on an atom, the calculation gives 4.265 eV/Å. As for the spin multiplicity: 1.

Atoms and positions in Å:
C  0.483464  -0.580027  -0.154867
F  0.363165  -1.785674  -0.744774
F  -0.799934  1.406107  2.021077
F  -0.954963  1.397662  -0.944235
P  -1.273167  0.215467  -0.006730
H  0.970718  0.197085  -0.861036
H  1.210717  -0.850620  0.690565

Forces on atoms 1 to 2 (eV/Å):
C 1.7 1.7 0.7
F -0.8 -1.2 -1.4

***

Q: Among the records above, which one has the highest energy relative to the best compared isomer or geometry (same formula, charge and spin)?
A: CH2F3P

***

Q: The highest molar mass belongs to which entry?
A: CH2F2O4S

***

Q: Look up the molar mass of the first one.
A: 148.1 g mol⁻¹